(1)
59
Properties=species:S:1:pos:R:3:forces:R:3 method="wB97M-V/def2-TZVPD" charge=0 e_homo_ev="-7.9298 / -7.9288" homo_lumo_gap_ev="6.8 / 6.8"
Mo 0.0716 0.2120 -0.0364 0.730 0.051 -0.624
O 2.3281 -2.7978 -1.6438 0.218 -0.282 -0.169
C 1.8535 -2.1213 -0.7816 -0.288 0.265 -0.296
O 1.2741 -0.9396 -1.0719 0.129 0.002 0.277
C 1.8950 -2.4791 0.6834 -0.397 -0.516 -0.030
C 2.3813 -1.2846 1.4682 0.503 0.463 0.211
C 2.7932 -1.6736 2.8810 0.149 -0.024 -0.015
C 1.4266 -1.9388 3.5454 -0.049 -0.051 0.122
C 0.4609 -1.6568 2.4053 -0.210 0.267 0.444
O 1.1391 -0.5710 1.7008 -0.093 0.291 0.399
C 0.4794 -2.7337 1.3552 0.178 -0.426 -0.424
C -0.7222 -2.5869 0.4143 -0.258 0.366 -0.228
O -1.2290 -3.5471 -0.1097 0.123 -0.111 0.065
O -1.1870 -1.3531 0.2379 -0.166 -0.588 0.078
H 2.5499 -3.3398 0.7962 -0.054 -0.024 -0.040
H 3.0652 -0.6243 0.9367 -0.039 -0.021 0.053
H 3.3174 -0.8531 3.3649 0.016 0.020 -0.001
H 3.4483 -2.5437 2.8732 -0.008 0.011 0.003
H 1.2505 -1.2539 4.3718 -0.012 -0.002 0.013
H 1.3114 -2.9570 3.9144 0.012 0.008 -0.006
H -0.5310 -1.3207 2.6976 0.049 0.008 -0.007
H 0.4395 -3.7378 1.7774 -0.019 0.061 -0.072
O -2.5420 2.8406 0.9711 -0.159 0.134 0.526
C -2.0054 2.3240 0.0364 -0.153 -0.054 0.166
O -1.6239 1.0491 0.0877 -0.078 -0.258 0.154
C -1.8314 3.0416 -1.2487 -0.197 0.550 -0.182
C -2.5393 4.2404 -1.3189 0.032 0.011 -0.067
C -2.4786 5.0297 -2.4487 -0.263 0.233 0.230
C -1.7022 4.6403 -3.5176 0.223 -0.075 -0.325
C -0.9874 3.4583 -3.4543 0.072 -0.146 0.001
C -1.0470 2.6411 -2.3246 0.179 -0.028 -0.278
P -0.1489 1.0619 -2.3163 -0.052 -0.293 -0.100
C -1.0944 -0.0309 -3.4202 -0.177 -0.178 0.131
C -1.8400 -1.0790 -2.8721 0.185 0.248 0.015
C -2.5834 -1.9044 -3.7008 -0.046 -0.062 -0.062
C -2.5954 -1.6917 -5.0696 -0.035 -0.052 0.006
C -1.8590 -0.6508 -5.6192 0.005 0.007 -0.064
C -1.1095 0.1744 -4.8008 0.078 0.120 0.039
C 1.4286 1.3087 -3.1849 -0.107 0.374 0.208
C 2.1268 2.5145 -3.0950 -0.092 -0.042 0.021
C 3.3683 2.6429 -3.6954 0.027 -0.010 -0.023
C 3.9244 1.5690 -4.3773 0.023 0.032 -0.004
C 3.2376 0.3671 -4.4550 0.170 -0.002 -0.089
C 1.9969 0.2368 -3.8609 -0.162 -0.274 0.038
H -3.1310 4.5338 -0.4640 0.011 -0.020 -0.010
H -3.0363 5.9559 -2.4901 -0.012 0.004 0.006
H -1.6461 5.2578 -4.4040 0.025 -0.008 -0.028
H -0.3631 3.1707 -4.2889 0.018 -0.023 -0.038
H -1.8378 -1.2605 -1.8036 0.003 0.029 -0.066
H -3.1435 -2.7215 -3.2664 -0.008 -0.006 -0.001
H -3.1724 -2.3423 -5.7145 -0.002 0.005 0.005
H -1.8618 -0.4880 -6.6893 0.000 0.003 0.008
H -0.5203 0.9707 -5.2435 -0.030 -0.041 0.033
H 1.7077 3.3494 -2.5493 -0.025 -0.009 0.021
H 3.9046 3.5804 -3.6240 -0.009 -0.007 0.001
H 4.8965 1.6682 -4.8434 -0.004 0.003 0.001
H 3.6699 -0.4784 -4.9734 0.011 0.005 0.000
H 1.4784 -0.7131 -3.9077 0.023 0.029 0.003
Br 1.3952 2.2896 0.4133 0.010 0.032 -0.031

***

(2)
164
Properties=species:S:1:pos:R:3:forces:R:3 method="wB97M-V/def2-TZVPD" smiles="O=C1c2ccccc2C(=O)c2ccccc21.O=C1c2ccccc2C(=O)c2ccccc21.O=C1c2ccccc2C(=O)c2ccccc21.O=C1c2ccccc2C(=O)c2ccccc21.CCCC#N.CCCC#N.CCCC#N.ClCCCl.ClCCCl.ClCCCl.ClCCCl" charge=0 e_homo_ev=-9.3616 homo_lumo_gap_ev=8.0
O 3.1129 0.7305 -9.8560 -0.702 -1.332 0.265
C 2.4950 -0.3226 -9.9497 -0.167 -0.019 -0.518
C 1.9164 -0.7911 -11.2505 -0.872 -0.121 -1.718
C 1.6760 0.0816 -12.3131 0.219 0.135 -0.811
C 0.9750 -0.2877 -13.4825 0.909 -0.077 -0.575
C 0.6445 -1.6160 -13.7793 0.005 0.610 2.148
C 0.8121 -2.4859 -12.7160 0.209 0.629 0.554
C 1.4081 -2.0728 -11.4756 -0.630 -1.591 -0.842
C 1.3675 -3.0839 -10.3893 -1.217 -2.131 -1.305
O 1.0389 -4.2673 -10.6152 0.876 2.250 0.710
C 1.5422 -2.5377 -9.0565 0.647 0.040 2.393
C 1.1508 -3.2808 -7.9138 -0.298 0.925 0.422
C 1.2254 -2.7140 -6.6290 0.527 -0.523 -0.535
C 1.8414 -1.4997 -6.4045 -0.678 -0.057 -0.686
C 2.1996 -0.7497 -7.5156 0.533 0.033 -0.687
C 2.1058 -1.2511 -8.8344 -0.252 0.267 1.287
H 2.1540 1.0493 -12.2739 -0.418 0.357 0.127
H 0.7847 0.4405 -14.2570 0.141 0.382 0.120
H 0.1178 -2.0200 -14.6312 0.113 0.616 -0.353
H 0.2998 -3.4204 -12.8908 0.606 -0.543 0.847
H 0.6884 -4.2560 -7.9544 0.064 -0.044 -0.606
H 0.8535 -3.2038 -5.7412 -0.169 -0.540 -0.245
H 1.8941 -1.2116 -5.3650 0.286 0.687 -0.103
H 2.5680 0.2625 -7.4375 0.226 0.067 0.170
O 9.2766 1.7299 3.6486 -2.750 0.362 -0.798
C 8.1032 1.8978 3.2861 0.386 -0.966 -0.307
C 7.1152 0.7272 3.0191 -0.379 0.165 0.122
C 7.5271 -0.5867 3.1690 1.224 -0.374 -0.617
C 6.7316 -1.6965 2.9180 -0.125 -0.317 0.617
C 5.3724 -1.5660 2.7051 0.071 0.908 -1.425
C 4.9551 -0.2809 2.4201 -0.103 2.443 0.783
C 5.7693 0.8764 2.5971 0.340 -0.801 0.390
C 5.1454 2.2392 2.5088 3.114 -0.834 0.688
O 3.9863 2.4435 2.4625 -3.278 -0.020 -0.467
C 6.0735 3.3828 2.6493 2.226 1.392 1.030
C 5.5136 4.6800 2.6387 0.538 -0.280 -0.029
C 6.3200 5.8127 2.7583 1.311 -0.919 1.426
C 7.6829 5.6153 3.0807 -0.416 0.324 -0.626
C 8.2778 4.3703 3.1876 -0.971 0.453 -0.053
C 7.4787 3.2446 3.0073 -0.603 -0.410 -0.318
H 8.5849 -0.7489 3.3144 0.149 -0.018 0.336
H 7.1375 -2.6970 2.8918 0.345 0.010 0.343
H 4.7133 -2.3990 2.5103 0.051 -0.131 0.248
H 3.9616 0.0534 2.1599 -0.480 -0.764 -0.158
H 4.4349 4.7331 2.6437 -0.066 0.153 -0.471
H 5.9829 6.8293 2.8965 -0.562 -0.066 -0.462
H 8.3295 6.4570 3.2801 -0.160 0.320 -0.080
H 9.3220 4.3723 3.4633 -0.012 -0.674 0.039
O 1.2814 -0.0290 0.3048 -3.694 0.741 0.231
C 0.0502 0.2201 0.3315 1.155 -0.087 -0.024
C -0.9087 -0.1942 -0.7960 1.184 -0.532 0.386
C -0.3596 -0.8296 -1.9221 -0.388 0.360 0.451
C -1.1684 -1.1494 -2.9995 0.489 0.442 -0.408
C -2.5099 -0.8050 -3.0117 -0.922 -0.508 1.536
C -3.1070 -0.3638 -1.8175 1.013 1.051 0.331
C -2.2941 -0.0168 -0.7069 -0.527 -0.565 1.004
C -2.9026 0.4485 0.6452 -4.413 2.048 -2.665
O -4.1716 0.6463 0.7200 3.858 -1.478 -0.153
C -2.0520 1.1108 1.6213 2.174 -0.662 -0.671
C -2.5990 1.8530 2.6469 0.413 -0.580 0.357
C -1.7454 2.5099 3.5077 -1.410 0.227 0.367
C -0.3745 2.4886 3.3850 0.040 -0.757 0.359
C 0.2098 1.6282 2.4668 -1.076 0.584 -1.795
C -0.6340 1.0292 1.4593 1.311 -0.316 1.392
H 0.6947 -1.0633 -1.9343 0.074 0.112 0.024
H -0.7184 -1.5920 -3.8759 -0.075 -0.145 -0.055
H -3.1701 -1.0561 -3.8287 0.186 0.120 -0.296
H -4.1598 -0.1290 -1.7645 -0.058 -0.276 0.038
H -3.6609 1.8169 2.8405 -0.039 0.192 -0.278
H -2.2744 2.9759 4.3259 0.463 0.569 0.194
H 0.2046 3.0554 4.0990 0.276 -0.061 -0.039
H 1.2883 1.6088 2.4136 0.099 -0.366 -0.281
O 4.5924 -2.7056 6.0611 1.198 2.647 0.076
C 5.3222 -1.7150 6.2750 0.823 -3.376 1.125
C 4.9569 -0.3235 6.1699 -2.294 1.957 -2.611
C 3.6155 -0.0215 5.6834 0.576 2.310 1.847
C 3.2089 1.3475 5.6728 1.508 -0.309 0.378
C 4.1389 2.3751 5.9198 0.159 -0.998 0.448
C 5.4622 2.0777 6.2541 -0.421 -0.066 -1.452
C 5.8926 0.7527 6.2778 -0.308 -1.252 1.689
C 7.2970 0.4511 6.7853 0.942 0.964 -0.810
O 8.1394 1.3526 6.8210 -1.285 -1.602 0.230
C 7.6042 -0.9907 7.1388 2.147 2.419 0.703
C 8.8476 -1.3391 7.7026 0.179 1.096 -0.124
C 9.1279 -2.6192 8.0902 1.287 -0.344 -1.086
C 8.3069 -3.6379 7.7011 -1.556 0.082 0.003
C 7.0998 -3.2878 7.0946 0.211 -1.754 0.493
C 6.7386 -1.9764 6.8722 -2.848 -1.349 -1.231
H 2.7830 -0.7042 5.5983 0.565 -0.710 -0.164
H 2.1890 1.6951 5.5994 -0.257 -0.573 -0.494
H 3.8173 3.4057 5.9478 -0.079 0.074 -0.139
H 6.1693 2.8914 6.3192 0.225 -0.116 0.411
H 9.6714 -0.6420 7.7442 -0.340 0.554 0.233
H 10.1272 -2.9381 8.3474 0.179 0.525 0.651
H 8.6292 -4.6447 7.9221 -0.400 -0.235 -0.256
H 6.4144 -4.0793 6.8298 -0.190 0.097 -0.159
C -5.5309 -5.0450 -4.8330 0.678 -0.217 0.722
C -4.4833 -5.7860 -3.9264 -0.408 -0.874 -0.281
C -3.4298 -4.9400 -3.1463 -0.948 -0.155 -0.383
C -2.5242 -4.2665 -4.0239 -0.672 0.448 -0.336
N -1.8076 -3.7393 -4.7330 1.017 0.557 -0.895
H -5.1361 -4.5369 -5.7128 0.398 -0.106 0.112
H -6.0979 -4.3004 -4.2742 -0.047 -0.051 0.133
H -6.2197 -5.8093 -5.1929 -0.081 0.083 0.031
H -4.0770 -6.6173 -4.5025 0.828 0.454 -0.426
H -5.0423 -6.4232 -3.2411 -0.245 0.594 0.654
H -2.6820 -5.3759 -2.4837 -0.810 -1.015 0.480
H -4.0187 -4.2184 -2.5802 0.288 0.267 0.181
C -8.1030 -0.3133 4.2787 -0.087 0.144 0.558
C -6.8162 -0.2757 3.5008 -1.088 0.157 -0.237
C -6.1225 -1.6402 3.5561 0.616 0.347 -0.528
C -6.6750 -2.6234 2.6177 0.472 0.956 0.078
N -7.1788 -3.3593 1.9029 -0.253 -0.511 -0.419
H -8.6121 0.6462 4.1878 -0.169 -0.064 0.279
H -7.8457 -0.5383 5.3137 -0.374 0.205 0.255
H -8.7745 -1.1014 3.9379 0.011 0.010 -0.156
H -6.1927 0.5560 3.8287 0.328 -0.386 0.418
H -7.1064 0.0661 2.5073 0.461 -0.612 -0.506
H -6.1792 -2.1815 4.5005 -0.051 0.621 0.483
H -5.0753 -1.3950 3.3787 0.169 -0.805 -0.348
C -5.1379 2.7176 5.5421 -0.509 0.120 0.521
C -6.5413 3.4772 5.5788 1.605 -1.525 -1.197
C -6.4665 4.8111 4.8707 0.736 1.325 -0.325
C -5.6894 4.8538 3.5912 -0.931 -0.691 1.081
N -5.0275 4.7615 2.6610 0.236 0.147 -0.278
H -5.0780 1.8690 6.2234 -0.259 0.342 0.645
H -4.2925 3.3804 5.7268 -0.069 0.093 0.219
H -4.8954 2.1785 4.6263 -0.518 0.636 -0.586
H -6.9314 3.6732 6.5776 0.168 -0.368 -0.010
H -7.1886 2.8030 5.0179 -0.504 0.138 0.295
H -5.9333 5.5066 5.5189 0.251 0.056 0.148
H -7.4336 5.3055 4.7795 -0.136 -0.305 -0.429
Cl -0.5399 -4.5465 -0.8279 0.129 -0.236 0.570
C -0.9354 -4.0311 0.8964 1.140 0.484 -1.744
C -2.3434 -3.4992 0.7849 0.351 -1.138 -0.009
Cl -2.7695 -2.9450 2.3411 -0.756 1.029 2.526
H -0.1479 -3.3058 1.1009 -0.418 0.339 0.095
H -0.7586 -4.8523 1.5909 -0.591 -0.137 -0.280
H -2.9659 -4.3807 0.6314 -0.260 0.390 -0.704
H -2.5343 -2.6435 0.1372 0.424 -0.605 -0.563
Cl -8.3934 1.8504 -0.5698 -0.069 0.358 -0.176
C -7.4946 0.3356 -0.7698 -0.324 -1.018 -0.316
C -7.5991 -0.1471 -2.2488 0.285 0.466 1.349
Cl -6.3498 -1.4572 -2.5867 -1.009 0.893 0.094
H -8.0578 -0.3541 -0.1411 0.471 -0.221 0.036
H -6.4781 0.4550 -0.3949 -0.041 0.066 -0.191
H -7.4598 0.7380 -2.8696 0.316 -0.470 -0.385
H -8.6096 -0.5374 -2.3703 0.316 -0.227 -0.380
Cl 2.1937 1.4706 -3.3942 -1.168 -0.003 -1.438
C 1.1061 1.9430 -4.8160 -1.165 1.295 -0.311
C -0.3414 2.2777 -4.3471 -0.412 -0.785 0.447
Cl -1.7589 2.0676 -5.5148 1.077 0.342 -0.346
H 0.9996 1.3122 -5.6985 0.657 -1.010 0.641
H 1.5401 2.8529 -5.2306 0.184 -0.003 0.314
H -0.4316 3.2938 -3.9631 0.024 -0.306 0.025
H -0.7331 1.5270 -3.6607 0.789 0.398 0.625
Cl -5.8254 4.3742 -0.7008 0.020 -0.419 -0.568
C -4.4634 3.6010 -1.5726 1.450 0.070 1.017
C -3.1967 4.0377 -0.6775 -0.857 -0.401 -2.115
Cl -1.6405 3.6049 -1.5295 -0.513 -0.225 0.471
H -4.4706 3.8018 -2.6440 0.301 1.190 0.241
H -4.5376 2.5158 -1.6416 -0.254 -0.160 0.999
H -3.2647 3.5300 0.2847 0.177 0.154 -0.136
H -3.1298 5.1225 -0.5950 -0.338 -0.260 0.223

***

(3)
17
Properties=species:S:1:pos:R:3:forces:R:3 method="wB97M-V/def2-TZVPD" charge=0 e_homo_ev="-7.6552 / -7.2071" homo_lumo_gap_ev="7.3 / 7.1"
C -0.5343 0.4426 -1.3560 -1.392 1.488 -1.372
C -1.8759 0.4694 -2.0185 -0.175 -1.435 2.456
C 2.2183 0.6245 -1.8467 -3.428 1.440 -0.594
C 0.1795 0.2887 0.9341 -0.496 -1.228 -0.837
C -0.4909 -1.5447 2.3705 -1.667 0.579 1.218
N -0.4004 -0.0683 -0.1432 0.599 -1.361 2.184
O -2.8795 0.0180 -1.4718 0.884 0.603 -0.482
O 0.6516 1.4947 1.1443 1.724 1.750 2.662
O 0.4034 -0.5519 1.9571 1.558 1.385 -0.335
S 0.6442 1.0240 -2.3844 1.696 -0.558 0.167
H -1.9094 0.7819 -3.0337 0.117 0.684 -1.205
H 2.2495 -0.0895 -1.1027 0.413 -1.216 1.613
H 2.8471 0.6209 -2.6653 1.552 0.180 -1.263
H -0.6488 -1.2400 3.4750 -0.135 -1.165 -1.655
H -0.1016 -2.5736 2.2621 -0.074 0.691 -0.018
H -1.4096 -1.3720 1.7714 0.265 -0.676 0.572
H 1.0568 1.6752 2.1077 -1.443 -1.160 -3.112

***

Number 1: E_tot -123878.8020 eV. Number 2: E_tot -200958.5629 eV. Number 3: E_tot -23762.3900 eV.